ORCA calculation (ωB97M-V/def2-TZVPD) on 4 unconnected molecules or ions with the total composition C35H75N4O5Si2 in a non-equilibrium geometry.

Last column: Löwdin spin population.
Geometry (Å):
C: -3.460 -2.466 0.101  0.000
C: -3.299 -2.081 -1.343  0.000
O: -2.268 -2.231 -1.937  0.000
N: -4.471 -1.553 -1.965  0.000
C: -4.581 -2.010 -3.369  0.000
Si: -4.629 0.206 -1.780  0.000
C: -5.508 0.672 -0.188  0.000
C: -6.509 -0.330 0.398  0.000
O: -7.790 -0.115 -0.188  0.000
Si: -8.762 -1.362 -0.682  0.000
C: -10.415 -0.637 -1.119  0.000
C: -8.035 -2.183 -2.192  0.000
C: -8.959 -2.645 0.676  0.000
H: -4.127 -1.783 0.634  0.000
H: -3.922 -3.460 0.135  0.000
H: -2.484 -2.504 0.589  0.000
H: -5.388 -1.469 -3.862  0.000
H: -4.829 -3.076 -3.384  0.000
H: -3.654 -1.854 -3.929  0.000
H: -3.276 0.795 -1.763  0.000
H: -5.378 0.671 -2.968  0.000
H: -6.060 1.606 -0.356  0.000
H: -4.729 0.905 0.553  0.000
H: -6.595 -0.187 1.483  0.000
H: -6.178 -1.366 0.229  0.000
H: -10.358 -0.023 -2.024  0.000
H: -11.101 -1.469 -1.323  0.000
H: -10.845 -0.033 -0.314  0.000
H: -7.612 -1.442 -2.879  0.000
H: -7.234 -2.878 -1.922  0.000
H: -8.807 -2.751 -2.726  0.000
H: -8.808 -3.646 0.256  0.000
H: -9.974 -2.618 1.085  0.000
H: -8.258 -2.523 1.509  0.000
C: 0.564 -0.988 -2.680  0.006
C: 0.800 -0.008 -3.828  0.024
C: 1.659 -0.611 -4.945  0.017
C: 3.118 -0.797 -4.540  0.001
C: 3.729 0.507 -4.032  0.017
C: 2.916 1.180 -2.916  0.025
N: 1.477 1.243 -3.351  0.395
O: 1.163 2.297 -3.991  0.500
C: 3.070 0.443 -1.586  0.005
C: 3.400 2.612 -2.695  -0.002
C: -0.577 0.386 -4.358  -0.001
H: -0.214 -1.692 -2.972  0.000
H: 1.435 -1.573 -2.399  0.000
H: 0.202 -0.453 -1.799  0.001
H: 1.610 0.054 -5.814  0.001
H: 1.212 -1.564 -5.242  0.002
H: 3.208 -1.581 -3.783  0.000
H: 3.690 -1.143 -5.404  0.001
H: 4.740 0.335 -3.652  0.002
H: 3.815 1.211 -4.865  0.001
H: 2.342 0.819 -0.863  0.002
H: 4.070 0.638 -1.195  0.000
H: 2.956 -0.634 -1.657  0.000
H: 3.408 3.182 -3.619  0.000
H: 4.414 2.572 -2.291  0.000
H: 2.758 3.132 -1.980  0.000
H: -1.165 0.863 -3.571  0.000
H: -1.093 -0.524 -4.671  0.000
H: -0.505 1.068 -5.200  0.000
C: 1.156 3.262 0.879  0.004
C: -0.164 2.548 0.572  0.025
C: -1.339 3.194 1.318  0.017
C: -1.313 2.944 2.823  0.001
C: -1.231 1.453 3.140  0.017
C: -0.076 0.730 2.430  0.025
N: -0.120 1.093 0.971  0.393
O: -0.889 0.344 0.286  0.503
C: 1.267 1.079 3.068  0.004
C: -0.252 -0.784 2.534  -0.002
C: -0.378 2.616 -0.935  0.003
H: 1.190 4.177 0.286  0.000
H: 1.272 3.549 1.919  0.000
H: 2.008 2.642 0.593  0.001
H: -2.267 2.787 0.904  0.002
H: -1.332 4.266 1.100  0.002
H: -0.481 3.480 3.289  0.000
H: -2.222 3.352 3.270  0.001
H: -1.113 1.296 4.217  0.002
H: -2.170 0.972 2.848  0.002
H: 2.086 0.718 2.447  0.001
H: 1.326 0.582 4.038  0.000
H: 1.409 2.141 3.241  0.000
H: -1.232 -1.100 2.187  0.000
H: -0.135 -1.073 3.581  0.000
H: 0.503 -1.302 1.940  0.000
H: 0.426 2.108 -1.465  0.003
H: -0.381 3.663 -1.247  0.000
H: -1.319 2.160 -1.228  0.000
C: 6.089 -2.632 2.324  0.004
C: 6.808 -1.373 2.814  0.025
C: 6.716 -1.235 4.340  0.017
C: 5.314 -0.880 4.829  0.001
C: 4.787 0.379 4.143  0.017
C: 4.853 0.322 2.609  0.025
N: 6.235 -0.118 2.211  0.392
O: 7.073 0.839 2.126  0.511
C: 3.772 -0.599 2.043  0.004
C: 4.626 1.712 2.020  -0.002
C: 8.265 -1.478 2.375  -0.001
H: 6.733 -3.489 2.521  0.000
H: 5.144 -2.820 2.824  0.000
H: 5.909 -2.581 1.250  0.001
H: 7.413 -0.452 4.654  0.002
H: 7.058 -2.172 4.789  0.002
H: 4.628 -1.717 4.674  0.000
H: 5.344 -0.711 5.907  0.001
H: 3.746 0.563 4.428  0.002
H: 5.369 1.242 4.481  0.002
H: 3.944 -0.775 0.980  0.001
H: 2.804 -0.108 2.150  0.000
H: 3.697 -1.558 2.544  0.000
H: 5.300 2.447 2.451  0.000
H: 3.596 2.010 2.228  0.000
H: 4.776 1.705 0.940  0.000
H: 8.338 -1.521 1.288  0.000
H: 8.683 -2.397 2.791  0.000
H: 8.850 -0.633 2.724  0.000

Properties
LUMO level (spin up / spin down): 0.56 / 0.54 eV
HOMO (spin up / spin down): -7.62 / -8.96 eV
frontier orbital gap (spin up / spin down): 0.300 / 0.349 Ha
multiplicity: 4
electronic energy: -69462.51156 eV